1.
A molecular structure, C26H59N9O3P2SSiTeY, computed with ωB97M-V/def2-TZVPD.

* HOMO energy: -8.90 eV
* energy: -3421.56006 Ha
* HOMO-LUMO gap: 0.264 hartree
* relative energy (zero: lowest compared OMol25 entry of this formula, charge and spin): 0.2980 eV

ORCA input file:
```
! wB97M-V def2-TZVPD RIJCOSX def2/J DEFGRID3
* xyz 1 1
Y -0.239 -0.554 0.267
N -2.568 -0.687 -0.625
C -3.586 -0.395 0.405
C -3.478 -1.451 1.490
N -2.076 -1.646 1.905
C -1.748 -1.390 3.314
C -1.161 -0.007 3.510
N 0.068 0.111 2.708
H -2.621 -0.018 -1.387
H -2.749 -1.600 -1.039
H -4.597 -0.371 -0.009
H -3.359 0.590 0.813
H -3.842 -2.402 1.090
H -4.117 -1.195 2.338
H -1.854 -2.619 1.726
H -0.990 -2.125 3.600
H -2.614 -1.538 3.967
H -0.993 0.176 4.575
H -1.862 0.751 3.150
H 0.802 -0.499 3.065
H 0.427 1.060 2.731
C 3.488 2.254 -1.297
N 2.745 3.184 -0.444
C 3.241 4.554 -0.392
P 1.605 2.680 0.593
O 1.310 1.250 0.403
O 0.305 3.608 0.314
P -1.175 3.054 -0.041
O -1.344 1.656 0.437
N -2.251 4.042 0.685
C -2.264 5.471 0.370
C -2.732 3.722 2.028
N -1.288 3.365 -1.639
C -2.547 2.981 -2.283
C -0.130 3.358 -2.535
N 1.924 3.061 2.162
C 3.130 2.411 2.696
C 1.649 4.366 2.760
H 3.422 2.575 -2.339
H 3.076 1.254 -1.195
H 4.540 2.228 -1.003
H 3.307 4.959 -1.404
H 4.233 4.604 0.063
H 2.561 5.188 0.176
H -1.969 5.628 -0.664
H -1.589 6.032 1.023
H -3.275 5.854 0.509
H -2.756 2.644 2.164
H -3.743 4.113 2.145
H -2.099 4.166 2.803
H -3.374 3.085 -1.582
H -2.510 1.955 -2.660
H -2.729 3.642 -3.131
H 0.731 3.805 -2.044
H -0.376 3.956 -3.413
H 0.127 2.348 -2.858
H 3.291 1.446 2.215
H 3.000 2.244 3.766
H 4.019 3.030 2.547
H 0.754 4.803 2.327
H 2.484 5.061 2.630
H 1.487 4.233 3.831
Te 0.650 -3.430 0.877
C -1.171 -4.531 0.916
C -1.511 -5.284 2.043
C -2.719 -5.968 2.107
C -3.616 -5.912 1.047
C -3.289 -5.175 -0.082
C -2.080 -4.491 -0.145
H -0.823 -5.335 2.878
H -2.959 -6.551 2.988
H -4.555 -6.448 1.098
H -3.970 -5.141 -0.925
H -1.821 -3.950 -1.046
C 4.394 -3.742 2.154
N 4.253 -3.518 0.726
C 4.543 -4.459 -0.250
C 4.202 -3.927 -1.437
N 3.707 -2.666 -1.166
C 3.721 -2.414 0.161
S 3.135 -1.010 0.906
H 5.391 -4.123 2.365
H 3.639 -4.450 2.492
H 4.246 -2.794 2.662
H 4.961 -5.419 -0.006
H 4.262 -4.326 -2.432
H 3.305 -2.024 -1.829
C -1.173 -0.009 -4.516
Si -0.053 -1.230 -3.614
C -1.047 -2.812 -3.403
C 1.370 -1.665 -4.769
C 0.533 -0.540 -2.014
H -1.333 -0.335 -5.547
H -0.752 0.999 -4.557
H -2.160 0.052 -4.046
H -1.264 -3.270 -4.372
H -2.010 -2.629 -2.916
H -0.495 -3.543 -2.807
H 1.035 -2.058 -5.732
H 1.996 -2.433 -4.303
H 2.000 -0.793 -4.961
H 0.958 0.458 -2.194
H 1.378 -1.166 -1.669
*
```

Löwdin atomic charge list, values in e, 2 entries: atom 1 (Y): 1.150, atom 2 (N): -0.036

---

2.
A molecular structure, C26H60Cr2F6N6O15S2 in a non-equilibrium geometry, computed with ωB97M-V/def2-TZVPD.

* HOMO energy (alpha / beta): -12.45 / -12.50 eV
* energy: -5967.13106 Ha
* HOMO-LUMO gap (alpha / beta): 0.221 / 0.104 hartree
* expectation value of S²: 20.014

ORCA input file:
```
! wB97M-V def2-TZVPD RIJCOSX def2/J DEFGRID3
* xyz 2 9
Cr 2.429 2.818 -0.739
Cr 1.188 1.184 3.379
C 2.306 -1.197 6.809
F 1.386 -2.247 6.896
F 1.645 -0.109 7.300
F 3.331 -1.533 7.637
S 2.926 -1.061 4.988
O 3.857 0.091 5.007
O 3.591 -2.367 4.861
N 1.385 -0.693 4.092
S 0.776 -2.211 3.761
O 1.076 -3.245 4.748
O -0.700 -2.148 3.558
C 1.586 -2.554 2.073
F 2.414 -1.548 1.733
F 2.283 -3.673 2.262
F 0.649 -2.750 1.114
N 0.275 0.304 0.278
O 1.045 0.914 -0.456
O 0.485 0.275 1.452
O -0.750 -0.248 -0.143
C 1.996 3.024 5.892
O 1.031 2.151 5.389
C -0.348 2.307 5.739
C -1.092 0.958 5.368
N -1.135 0.796 3.902
C -2.393 1.432 3.343
C -3.802 0.918 3.710
O -3.934 -0.470 3.754
C -3.866 -1.250 2.551
H 2.947 2.671 5.492
H 1.978 3.101 6.979
H 1.802 4.034 5.529
H -0.853 3.164 5.293
H -0.693 2.436 6.765
H -2.051 0.907 5.883
H -0.494 0.188 5.854
H -1.274 -0.192 3.740
H -2.435 1.472 2.255
H -2.405 2.503 3.548
H -4.610 1.330 3.105
H -3.815 1.276 4.739
H -2.852 -1.553 2.292
H -4.391 -0.582 1.868
H -4.440 -2.172 2.461
C 6.861 0.230 0.261
O 5.986 -0.133 -0.746
C 4.644 -0.511 -0.443
C 3.932 -0.067 -1.679
N 4.013 1.385 -1.909
C 3.591 1.704 -3.300
C 2.088 1.585 -3.517
O 1.442 2.589 -2.756
C -0.004 2.580 -2.957
H 7.754 0.650 -0.201
H 7.255 -0.640 0.787
H 6.430 0.995 0.908
H 4.285 -0.003 0.452
H 4.599 -1.581 -0.243
H 2.865 -0.285 -1.644
H 4.254 -0.653 -2.539
H 5.016 1.496 -1.883
H 4.035 1.006 -4.009
H 4.018 2.595 -3.761
H 1.591 0.642 -3.292
H 1.783 1.811 -4.539
H -0.217 2.909 -3.975
H -0.446 3.365 -2.342
H -0.403 1.596 -2.711
C 2.140 -5.664 -4.537
O 1.044 -4.789 -4.098
C 1.676 -3.842 -3.266
C 0.552 -2.924 -2.810
N 0.030 -2.221 -3.905
C -0.858 -1.144 -3.634
C -1.209 -0.287 -4.934
O -0.047 0.435 -5.359
C -0.400 1.375 -6.467
H 2.818 -5.139 -5.209
H 1.734 -6.567 -4.995
H 2.744 -6.022 -3.703
H 2.396 -3.311 -3.888
H 2.046 -4.161 -2.291
H 1.029 -2.343 -2.021
H -0.262 -3.551 -2.446
H -0.373 -2.960 -4.465
H -0.403 -0.517 -2.868
H -1.756 -1.555 -3.172
H -2.087 0.341 -4.780
H -1.427 -0.922 -5.793
H 0.462 1.812 -6.970
H -1.008 2.225 -6.158
H -0.840 0.798 -7.281
C -1.953 5.341 -0.603
O -2.886 4.369 -0.060
C -2.839 3.060 -0.705
C -3.974 2.132 -0.421
N -3.663 0.869 -0.944
C -4.811 -0.050 -1.119
C -4.248 -1.492 -1.190
O -5.408 -2.282 -1.441
C -5.016 -3.480 -2.002
H -2.361 6.292 -0.946
H -1.463 5.014 -1.520
H -1.176 5.516 0.141
H -1.892 2.636 -0.371
H -2.885 3.293 -1.769
H -4.847 2.388 -1.022
H -4.328 2.225 0.605
H -2.902 0.354 -0.524
H -5.197 0.203 -2.106
H -5.573 -0.013 -0.340
H -3.846 -1.841 -0.239
H -3.401 -1.648 -1.859
H -4.444 -4.120 -1.330
H -4.494 -3.380 -2.953
H -5.820 -4.172 -2.251
*
```

Löwdin atomic charge list, values in e, 2 entries: atom 1 (Cr): 0.647, atom 2 (Cr): 0.964

---

3.
5 unconnected molecules or ions with the total composition C26H60F6N4O4P in a non-equilibrium geometry, computed with ωB97M-V/def2-TZVPD.

* HOMO energy: -16.42 eV
* energy: -2486.29605 Ha
* HOMO-LUMO gap: 0.275 hartree
* relative energy (zero: lowest compared OMol25 entry of this formula, charge and spin): 0.0000 eV

ORCA input file:
```
! wB97M-V def2-TZVPD RIJCOSX def2/J DEFGRID3
* xyz 3 1
P 12.196 13.617 9.714
F 13.694 13.460 9.097
F 12.840 13.313 11.198
F 12.452 15.218 9.850
F 10.782 13.796 10.348
F 11.608 13.977 8.222
F 11.983 11.988 9.545
C 5.561 10.267 11.152
C 6.487 10.484 12.334
C 6.325 9.208 13.211
C 7.401 9.044 14.273
C 8.705 8.895 13.442
C 9.115 10.071 12.661
N 7.951 10.456 11.857
O 8.135 11.070 10.781
C 10.262 9.922 11.665
C 9.481 11.307 13.597
C 6.161 11.783 13.039
H 5.768 10.928 10.315
H 4.547 10.416 11.518
H 5.530 9.260 10.683
H 6.110 8.313 12.602
H 5.441 9.393 13.828
H 7.275 8.101 14.759
H 7.325 9.869 14.989
H 8.750 7.948 12.864
H 9.491 8.795 14.213
H 11.053 9.475 12.269
H 10.578 10.871 11.280
H 10.204 9.278 10.722
H 9.606 12.294 13.148
H 10.387 10.908 13.985
H 8.851 11.402 14.448
H 5.093 11.762 13.225
H 6.279 12.591 12.295
H 6.748 12.009 13.968
C 11.476 17.889 7.905
C 11.917 19.285 7.626
C 10.785 20.329 7.438
C 10.118 20.596 8.775
C 11.035 21.293 9.794
C 12.242 20.366 10.035
N 12.732 19.856 8.773
O 14.016 19.868 8.668
C 11.861 19.132 10.896
C 13.413 21.078 10.676
C 12.758 19.246 6.359
H 10.715 17.622 7.118
H 10.919 17.806 8.839
H 12.349 17.171 7.960
H 10.037 19.985 6.737
H 11.252 21.184 7.020
H 9.785 19.614 9.155
H 9.106 21.071 8.672
H 10.534 21.561 10.717
H 11.302 22.234 9.378
H 12.674 18.431 10.953
H 10.953 18.621 10.606
H 11.676 19.589 11.956
H 13.608 21.989 10.135
H 14.333 20.540 10.923
H 13.030 21.499 11.630
H 13.045 20.221 6.036
H 12.228 18.726 5.593
H 13.636 18.657 6.563
C 16.346 13.521 10.676
C 16.288 14.690 11.625
C 15.460 14.655 12.929
O 15.687 15.966 13.523
C 14.976 16.354 14.678
N 17.720 15.083 12.026
H 18.287 15.433 11.237
H 17.701 15.832 12.728
H 18.142 14.204 12.356
H 15.327 13.263 10.477
H 16.916 12.670 11.118
H 16.880 13.730 9.760
H 16.025 15.663 11.130
H 15.902 13.855 13.532
H 14.435 14.446 12.660
H 15.230 17.434 14.848
H 15.262 15.710 15.535
H 13.933 16.412 14.494
C 10.657 12.234 5.463
C 9.438 11.335 5.615
C 8.188 11.894 6.335
O 7.693 12.942 5.529
C 6.452 13.391 6.131
N 9.006 10.982 4.126
H 8.271 10.293 4.014
H 8.683 11.886 3.663
H 9.885 10.679 3.718
H 11.464 11.884 4.871
H 11.146 12.226 6.447
H 10.460 13.298 5.214
H 9.772 10.371 5.995
H 8.563 12.267 7.332
H 7.474 11.124 6.533
H 5.888 13.969 5.419
H 6.671 14.005 7.008
H 5.796 12.573 6.391
*
```

Löwdin atomic charge list, values in e, 2 entries: atom 1 (P): 0.165, atom 2 (F): -0.176

---

4.
3 unconnected molecules or ions with the total composition C26H60N3O5P in a non-equilibrium geometry, computed with ωB97M-V/def2-TZVPD.

* HOMO energy: -8.73 eV
* energy: -1908.43634 Ha
* HOMO-LUMO gap: 0.338 hartree

ORCA input file:
```
! wB97M-V def2-TZVPD RIJCOSX def2/J DEFGRID3
* xyz 0 1
C -2.328 6.064 -1.465
C -3.196 5.453 -2.556
C -2.396 4.844 -3.706
C -3.295 4.540 -4.909
C -2.848 3.308 -5.694
C -3.209 1.999 -4.991
C -4.719 1.765 -4.838
C -5.169 1.554 -3.389
C -4.444 0.386 -2.710
C -3.936 0.658 -1.288
C -3.040 1.883 -1.173
C -2.514 2.198 0.229
C -2.005 1.022 1.062
C -0.515 0.744 0.881
C -0.188 0.018 -0.427
C 1.180 0.408 -0.987
N 2.168 0.582 0.076
O 1.552 -0.675 -1.868
C 2.566 -0.420 -2.735
O 2.625 -0.954 -3.843
P 0.893 2.052 -1.864
C 0.172 1.457 -3.461
O 2.450 2.504 -2.243
H -1.755 6.892 -1.871
H -2.961 6.431 -0.661
H -1.667 5.315 -1.038
H -3.779 4.647 -2.109
H -3.922 6.162 -2.948
H -1.914 3.928 -3.362
H -1.615 5.544 -3.996
H -3.281 5.409 -5.566
H -4.326 4.398 -4.593
H -3.306 3.308 -6.682
H -1.767 3.342 -5.828
H -2.803 1.191 -5.596
H -2.715 1.968 -4.023
H -5.296 2.563 -5.299
H -4.997 0.858 -5.374
H -6.228 1.304 -3.427
H -5.099 2.482 -2.826
H -5.138 -0.448 -2.631
H -3.599 0.024 -3.291
H -4.756 0.693 -0.572
H -3.341 -0.213 -1.010
H -3.629 2.746 -1.482
H -2.237 1.806 -1.906
H -3.255 2.765 0.785
H -1.669 2.876 0.098
H -2.135 1.287 2.111
H -2.579 0.111 0.916
H -0.202 0.109 1.704
H 0.011 1.687 0.982
H -0.096 -1.050 -0.242
H -0.951 0.186 -1.184
H 2.359 1.564 0.218
H 3.044 0.136 -0.152
H 3.349 0.271 -2.396
H -0.130 0.421 -3.338
H -0.705 2.063 -3.664
H 0.888 1.531 -4.273
H 2.412 3.332 -2.722
C 5.187 -3.472 2.029
O 4.430 -2.508 1.320
C 3.576 -3.029 0.324
C 2.242 -3.568 0.857
C 2.350 -4.932 1.533
N 1.599 -2.633 1.785
H 5.500 -4.299 1.384
H 4.620 -3.853 2.880
H 6.078 -2.975 2.413
H 3.358 -2.188 -0.340
H 4.098 -3.785 -0.277
H 1.585 -3.684 -0.012
H 2.778 -4.853 2.532
H 1.360 -5.376 1.638
H 2.967 -5.617 0.947
H 1.438 -1.752 1.301
H 2.280 -2.400 2.504
C 1.804 -5.159 7.828
O 1.768 -3.789 7.477
C 2.997 -3.100 7.587
C 3.939 -3.268 6.388
C 4.646 -4.619 6.342
N 3.257 -3.048 5.110
H 2.506 -5.345 8.646
H 2.067 -5.786 6.973
H 0.804 -5.439 8.156
H 2.728 -2.043 7.661
H 3.501 -3.369 8.526
H 4.711 -2.500 6.488
H 3.983 -5.413 5.997
H 5.487 -4.578 5.649
H 5.032 -4.898 7.324
H 2.879 -2.105 5.088
H 2.432 -3.644 5.092
*
```

Löwdin atomic charge list, values in e, 2 entries: atom 1 (C): -0.103, atom 2 (C): -0.271